Record 1
Here is an isolated molecule of CH3NO2S2 at a distorted geometry from OMol25. Energies are from ωB97M-V/def2-TZVPD.

Results
* calculated total energy: -1041.41816 a.u.
* SMILES string: NS(=O)(=O)C=S
* total charge: 0
* Kohn-Sham gap (spin up / spin down): 7.82 / 7.82 eV

Element x y z (Å)
1 C 1.345968 -1.395675 0.523596
2 N -0.541775 0.161008 -0.316110
3 O -0.433984 -0.518041 2.002741
4 O -1.257048 -2.208425 0.317655
5 S 2.419870 -2.818845 0.774140
6 S -0.415923 -1.119483 0.691570
7 H 1.822983 -0.380840 0.368575
8 H -0.878134 0.333984 -1.218700
9 H -0.612119 0.926896 0.297849

Atomic forces in eV per Å
C 4.0 -3.0 0.6
N 0.5 -0.3 1.5
O -0.3 -0.3 -0.5
O 0.5 0.3 0.0
S -3.8 4.3 -0.9
S 0.3 -0.2 -0.1
H -0.5 -1.3 0.2
H -0.7 -0.8 -1.4
H -0.1 1.4 0.4



Record 2
Here is a structure of composition C7H14 from OMol25. Energies are from ωB97M-V/def2-TZVPD.

Results
* calculated total energy: -274.96647 a.u.
* total charge: 0
* Kohn-Sham gap: 8.51 eV

Element x y z (Å)
1 C 2.327221 -0.248526 0.092840
2 C 0.998585 -0.478994 -0.611805
3 C -0.028233 -1.357710 0.110613
4 C -1.299002 -0.876289 -0.576862
5 C -2.398058 -0.474023 0.356184
6 C 0.113124 0.756863 -0.826829
7 C -0.056693 1.705009 0.337372
8 H 2.184104 0.184944 1.090105
9 H 2.868473 -1.193719 0.215386
10 H 2.968228 0.431464 -0.481763
11 H 1.183287 -0.918779 -1.599925
12 H 0.127060 -2.436509 -0.016392
13 H 0.002011 -1.146808 1.196192
14 H -0.907959 0.166083 -1.268787
15 H -2.101252 0.035425 1.290483
16 H -3.195027 0.095394 -0.134026
17 H -2.837714 -1.436751 0.661947
18 H 0.323843 1.310479 -1.751735
19 H 0.871732 2.266355 0.502746
20 H -0.291372 1.184014 1.271912
21 H -0.852363 2.432088 0.142337

Atomic forces in eV per Å
C 0.0 0.0 0.0
C 0.0 0.0 0.0
C 0.0 -0.1 0.0
C 0.0 0.0 0.2
C 0.0 0.0 0.0
C 0.1 0.1 0.1
C 0.0 0.0 0.0
H 0.0 -0.1 -0.2
H -0.1 0.1 0.0
H -0.1 -0.1 0.1
H 0.0 0.1 0.1
H 0.0 0.2 0.0
H 0.0 0.0 -0.1
H 0.0 0.1 -0.1
H 0.0 -0.1 -0.1
H 0.1 -0.1 0.1
H 0.1 0.1 0.0
H -0.1 -0.1 0.1
H -0.1 -0.1 0.0
H 0.1 0.1 -0.1
H 0.1 -0.1 0.0



Record 3
Here is an isolated molecule of C3H5Cl2N3 at a distorted geometry from OMol25. Energies are from ωB97M-V/def2-TZVPD.

Results
* calculated total energy: -1201.86230 a.u.
* SMILES string: [H]/N=C(/Cl)CC/N=N\Cl
* total charge: 0
* Kohn-Sham gap: 10.19 eV

Element x y z (Å)
1 C -0.302142 1.901784 0.675219
2 C -0.731930 0.504003 0.784289
3 C -1.441574 0.078760 -0.473302
4 N -0.442190 2.781732 -0.141754
5 N -0.430420 0.115522 -1.466667
6 N -0.628986 0.360310 -2.584588
7 Cl 0.561253 2.116377 2.134368
8 Cl -2.222724 0.885548 -3.271768
9 H 0.229132 0.025313 0.879121
10 H -1.394910 0.247091 1.634334
11 H -1.780917 -0.866312 -0.445052
12 H -2.198738 0.833096 -0.694062
13 H -0.877300 2.702860 -1.056626

Atomic forces in eV per Å
C -0.8 -1.3 1.5
C -1.4 -1.5 -0.5
C 1.1 3.7 1.0
N 0.4 2.6 -1.8
N -0.2 -0.8 0.8
N 2.3 0.4 -3.5
Cl 1.3 1.5 1.6
Cl -1.2 0.2 0.3
H 0.0 -1.0 0.2
H 0.7 0.6 -0.1
H -1.5 -3.3 0.2
H -0.4 -0.4 -0.2
H -0.2 -0.5 0.5



Record 4
Here is a cluster of 9 separate species, C44H43F8IN3O24S2 in total at a distorted geometry from OMol25. Energies are from ωB97M-V/def2-TZVPD.

Results
* calculated total energy: -5564.38161 a.u.
* total charge: +1
* Kohn-Sham gap: 5.27 eV

Element x y z (Å)
1 S -2.744852 -0.521062 4.626867
2 C -2.353462 0.236992 3.120966
3 S -1.019688 1.551717 3.146000
4 C 0.604429 0.880046 2.396287
5 C 1.784486 1.887893 2.932960
6 C 3.215834 1.760915 2.143151
7 C 3.381439 0.415221 1.220462
8 C 3.347864 0.648856 -0.436001
9 C 3.565496 -0.722090 -1.371301
10 C 3.778284 -2.109824 -0.459753
11 N 3.761320 -2.165969 1.031301
12 N 3.598055 -0.993940 1.698925
13 I 3.648695 -1.176873 3.799242
14 N -3.156332 -0.215384 1.921474
15 C -2.809741 -1.675027 1.732729
16 C -1.309010 -2.318886 1.590834
17 C -0.995638 -3.946595 1.397074
18 C -2.238823 -5.015521 1.388509
19 C -3.774212 -4.394669 1.556724
20 C -4.079932 -2.759377 1.710676
21 C -2.899317 0.620007 0.687689
22 C -2.137818 0.142026 -0.682725
23 C -1.904103 1.230784 -1.929708
24 C -2.405175 2.805460 -1.877619
25 C -3.219578 3.272799 -0.516557
26 C -3.443343 2.201450 0.704419
27 H 0.762329 -0.188018 2.890641
28 H 0.549781 0.755993 1.233605
29 H 1.967068 1.616138 4.069082
30 H 1.336425 2.988451 2.915514
31 H 3.301236 2.703986 1.430720
32 H 4.140667 1.845574 2.893435
33 H 3.180958 1.698572 -0.929831
34 H 3.582519 -0.701593 -2.543513
35 H 3.926503 -3.114446 -1.078817
36 H -0.371415 -1.618660 1.599660
37 H 0.122721 -4.299805 1.302764
38 H -1.997009 -6.161364 1.286659
39 H -4.639984 -5.213177 1.569487
40 H -5.204791 -2.445632 1.836947
41 H -1.752647 -0.956372 -0.802980
42 H -1.328029 0.906360 -2.916389
43 H -2.227988 3.602229 -2.720805
44 H -3.670029 4.364352 -0.350496
45 H -4.015299 2.568680 1.679026
46 C -5.825024 2.973048 -5.951996
47 C -4.732808 3.979035 -6.081434
48 O -3.689782 3.434750 -5.305075
49 C -3.866790 2.085243 -5.369692
50 O -3.017045 1.267785 -5.057340
51 O -5.111113 1.758720 -5.835005
52 F -5.098204 5.160554 -5.535393
53 H -6.435143 3.123188 -5.054999
54 H -6.482769 2.958563 -6.825238
55 H -4.385016 4.134344 -7.108293
56 C 2.058863 -6.137863 -3.197262
57 C 3.519516 -6.163531 -2.901407
58 O 4.032934 -5.110012 -3.684595
59 C 3.012732 -4.212224 -3.783780
60 O 3.151361 -3.056089 -4.147103
61 O 1.815008 -4.763299 -3.418749
62 F 4.077116 -7.319954 -3.325001
63 H 1.799304 -6.702397 -4.099106
64 H 1.459011 -6.513112 -2.363741
65 H 3.767184 -5.993846 -1.848133
66 C 4.995095 -2.609142 -7.011544
67 C 6.096948 -1.670958 -7.368518
68 O 5.778848 -1.274020 -8.683103
69 C 4.420505 -1.351362 -8.757909
70 O 3.752764 -0.831841 -9.636594
71 O 3.896101 -2.076240 -7.723005
72 F 7.287004 -2.311904 -7.393389
73 H 5.184381 -3.633322 -7.350093
74 H 4.795235 -2.626257 -5.936763
75 H 6.161929 -0.788566 -6.723012
76 C -7.599037 -0.199961 2.651689
77 C -7.568731 -0.458159 1.183999
78 O -8.663683 0.283506 0.696256
79 C -8.797482 1.328254 1.560704
80 O -9.450994 2.331165 1.326269
81 O -8.103143 1.118778 2.720656
82 F -7.788417 -1.765659 0.919716
83 H -8.275028 -0.875319 3.186775
84 H -6.606628 -0.264561 3.105938
85 H -6.649738 -0.126798 0.688851
86 C 0.038263 2.570507 -8.783244
87 C 0.200788 3.008397 -7.367781
88 O -0.773633 4.016240 -7.220678
89 C -1.765341 3.680541 -8.092742
90 O -2.891105 4.149154 -8.062302
91 O -1.346879 2.747974 -9.001961
92 F 1.418579 3.561457 -7.170870
93 H 0.599616 3.194411 -9.486819
94 H 0.328022 1.526753 -8.931595
95 H 0.026662 2.217478 -6.630458
96 C 7.255096 2.582443 5.495976
97 C 6.524696 3.250515 6.610379
98 O 5.583491 4.063430 5.946914
99 C 5.319053 3.417069 4.776887
100 O 4.361275 3.660468 4.061844
101 O 6.254462 2.456392 4.505627
102 F 7.353149 4.049809 7.319221
103 H 8.078312 3.189681 5.104869
104 H 7.647394 1.603325 5.783766
105 H 6.005349 2.560530 7.283965
106 C -1.393187 -3.552938 5.764328
107 C -1.238038 -4.436868 6.954411
108 O -0.634146 -5.596303 6.427239
109 C 0.091181 -5.163388 5.358054
110 O 0.963983 -5.818200 4.812797
111 O -0.273395 -3.901598 4.975373
112 F -2.443618 -4.777962 7.462243
113 H -2.310736 -3.756518 5.202147
114 H -1.371680 -2.492201 6.028461
115 H -0.605179 -4.018874 7.744531
116 C -0.091739 3.353238 6.695306
117 C 0.680645 4.614315 6.881870
118 O 1.965770 4.163010 7.244724
119 C 2.097984 2.947937 6.642404
120 O 3.161855 2.370232 6.493053
121 O 0.892979 2.458264 6.218544
122 F 0.179105 5.339940 7.906364
123 H -0.508186 2.968937 7.632469
124 H -0.902984 3.465668 5.970990
125 H 0.748978 5.235988 5.982774

Atomic forces in eV per Å
S 0.7 1.9 -3.1
C -0.9 -1.9 1.8
S -0.1 -0.9 -0.6
C 0.5 -1.3 0.2
C -0.8 -0.4 1.1
C 0.4 0.0 -0.3
C 0.2 -1.1 -4.0
C 0.8 -5.2 0.9
C -0.1 1.1 5.7
C -0.7 3.0 0.7
N -0.1 2.2 -5.3
N -0.6 3.4 -1.5
I 0.0 -0.1 -0.9
N 3.8 0.1 -0.7
C -0.4 -5.7 -0.6
C -2.4 -2.1 -0.3
C -4.3 1.4 0.6
C -0.2 5.0 0.5
C 3.0 1.8 -0.1
C 3.9 -2.0 -0.3
C 0.6 3.5 -4.2
C -1.2 3.7 0.5
C -1.5 1.8 2.5
C -1.0 -3.0 4.0
C 1.3 -4.0 0.3
C 1.4 -0.8 -2.4
H -0.3 2.2 -1.1
H 0.0 0.5 2.1
H -0.4 0.7 -2.4
H 1.4 -2.2 -0.2
H 0.0 -2.3 1.2
H -2.2 -0.3 -1.7
H 0.3 -2.2 1.3
H -0.1 -0.2 2.6
H -0.3 2.3 2.0
H -2.1 -1.4 0.0
H -2.5 0.8 0.3
H -0.8 2.6 0.2
H 1.9 2.3 0.0
H 2.6 -0.5 -0.3
H -0.9 2.4 0.2
H -1.5 0.5 2.4
H -0.3 -2.0 1.7
H 1.2 -2.7 -0.6
H 1.4 -0.9 -2.3
C -1.3 0.0 -0.2
C -0.5 0.9 -0.3
O 0.0 -1.1 -0.2
C 1.4 -1.8 0.7
O -1.6 1.7 -0.6
O 1.4 0.0 0.4
F 0.0 0.4 0.2
H 0.2 0.1 0.0
H 0.2 -0.2 0.1
H -0.4 0.1 0.7
C -1.1 -0.8 0.3
C 0.6 -1.1 -0.1
O -0.7 0.9 0.2
C -0.3 2.2 -0.9
O -0.2 -2.3 0.9
O 1.1 1.0 -0.3
F 0.1 0.1 0.2
H 0.3 0.0 0.1
H 0.0 0.2 -0.1
H 0.1 -0.2 -0.1
C -0.3 -0.8 1.0
C 0.8 -0.2 -0.2
O -0.8 0.1 0.4
C -2.0 1.2 -2.4
O 1.6 -1.3 2.2
O 0.2 0.7 -0.8
F 0.3 0.1 0.1
H 0.2 0.2 0.0
H -0.2 0.1 -0.2
H 0.2 -0.1 -0.1
C 0.6 -0.3 1.1
C -0.1 -0.5 -0.5
O 0.4 0.6 0.5
C -2.0 2.9 -0.4
O 1.6 -2.6 0.6
O -0.4 0.3 -0.8
F 0.1 -0.3 -0.2
H 0.0 -0.1 -0.3
H -0.1 0.2 0.0
H -0.1 -0.2 -0.1
C 0.6 -0.8 -0.9
C 0.7 0.2 0.4
O -0.8 -0.5 -0.5
C -2.3 0.8 -0.4
O 3.1 -0.9 -0.7
O -0.8 0.9 0.9
F 0.2 0.0 0.3
H 0.0 0.0 0.3
H -0.2 0.1 0.0
H 0.1 0.2 0.0
C 1.2 -0.8 -0.1
C 0.3 0.5 0.9
O -0.3 -0.8 -1.1
C -1.9 0.8 -1.1
O 2.1 -0.4 1.3
O -1.1 0.6 -0.1
F 0.0 0.0 0.2
H -0.1 0.1 0.2
H -0.2 0.1 -0.2
H 0.0 0.2 0.0
C -0.6 1.1 -0.3
C -0.7 -0.3 0.6
O 0.7 0.6 -0.5
C 2.1 -1.6 -1.6
O -2.0 1.6 1.2
O 0.6 -0.9 0.2
F 0.0 0.0 0.2
H 0.0 -0.1 0.2
H 0.2 -0.2 -0.1
H -0.2 -0.1 0.1
C -1.4 -0.3 -0.2
C -0.3 0.8 0.6
O 0.2 -0.9 -0.8
C 2.1 -1.2 -0.2
O -2.2 0.9 0.3
O 1.4 0.2 0.2
F 0.0 0.2 -0.1
H 0.1 0.3 0.0
H 0.2 -0.2 0.0
H 0.0 0.1 0.2



Record 5
Here is a structure of composition C33H35N6P2Pd from OMol25. Energies are from ωB97M-V/def2-TZVPD.

Results
* calculated total energy: -2417.60712 a.u.
* total charge: -1
* Kohn-Sham gap: 4.73 eV

Element x y z (Å)
1 Pd 0.170072 0.283887 1.203033
2 C 3.191748 -2.580144 0.467715
3 N 2.935593 -1.264248 0.992103
4 C 3.894703 -0.275317 1.125316
5 C 3.394753 0.635012 1.997585
6 N 2.155096 0.249931 2.465525
7 C 1.847296 -0.896042 1.800146
8 P 0.739104 -2.200494 2.565429
9 C 0.154876 -1.169617 3.958406
10 N -0.422799 0.002555 3.850551
11 C -0.587844 0.466129 5.120098
12 C -0.090088 -0.439220 6.021062
13 N 0.383278 -1.485728 5.273296
14 C 1.045554 -2.669531 5.784567
15 C -0.777695 -2.155903 1.508261
16 N -1.868666 -1.448321 1.744690
17 C -2.779644 -1.819151 0.796015
18 C -2.256521 -2.790926 -0.006614
19 N -0.992638 -3.032050 0.472647
20 C -0.096087 -4.045094 -0.037719
21 H 4.049718 -2.534448 -0.201406
22 H 2.340838 -2.941012 -0.104464
23 H 3.407478 -3.301383 1.263359
24 H 4.815331 -0.304394 0.563179
25 H 3.845782 1.561842 2.319397
26 H -1.047315 1.423342 5.315419
27 H -0.025688 -0.436437 7.097628
28 H 0.997289 -2.655786 6.871268
29 H 2.091591 -2.693711 5.480117
30 H 0.558388 -3.571594 5.419776
31 H -3.743298 -1.337793 0.725702
32 H -2.638897 -3.298866 -0.877651
33 H -0.639185 -4.979472 -0.178489
34 H 0.697442 -4.219706 0.685035
35 H 0.345349 -3.747524 -0.991142
36 C 1.569008 -1.483729 -2.180475
37 C 0.686093 -0.844972 -3.221162
38 C 0.835882 -1.240560 -4.551672
39 C 0.100479 -0.660047 -5.571609
40 C -0.802109 0.347949 -5.267024
41 C -0.963158 0.745643 -3.948245
42 C -0.242964 0.159492 -2.901171
43 P -0.452553 0.715641 -1.130792
44 C 0.573612 2.268679 -1.377936
45 C 1.901506 2.109143 -0.960691
46 C 2.832350 3.130234 -1.045508
47 C 2.436575 4.369622 -1.529486
48 C 1.125995 4.548965 -1.936449
49 C 0.182204 3.518600 -1.887290
50 C -1.205025 3.834727 -2.390983
51 C -2.204215 1.087537 -0.932597
52 C -3.236633 0.541911 -1.698420
53 C -4.553691 0.554309 -1.262396
54 C -4.831816 1.087326 0.005922
55 C -3.827543 1.599203 0.793866
56 C -2.471208 1.648863 0.360984
57 C -1.411968 2.111905 1.184305
58 H 1.874367 -2.484381 -2.497138
59 H 1.068483 -1.533129 -1.214455
60 H 2.475196 -0.889849 -2.025114
61 H 1.552271 -2.021494 -4.787251
62 H 0.235524 -0.988172 -6.595821
63 H -1.378489 0.823363 -6.052496
64 H -1.666423 1.534920 -3.719516
65 H 2.192399 1.160408 -0.524729
66 H 3.849408 2.969245 -0.706656
67 H 3.138524 5.195126 -1.572891
68 H 0.811571 5.522878 -2.300405
69 H -1.423449 4.894237 -2.245937
70 H -1.967669 3.253163 -1.881204
71 H -1.280740 3.629768 -3.462671
72 H -3.007054 0.053941 -2.636692
73 H -5.341115 0.123876 -1.869598
74 H -5.854701 1.089161 0.370481
75 H -4.059197 1.985813 1.781460
76 H -1.704653 2.463945 2.170006
77 H -0.650003 2.737934 0.729627

Atomic forces in eV per Å
Pd 0.3 0.4 -0.8
C 0.0 0.1 0.0
N -0.1 -0.1 0.0
C -0.1 0.0 0.0
C -0.1 0.0 -0.1
N 0.1 -0.1 0.1
C 0.0 0.1 0.1
P 0.0 0.4 0.0
C 0.0 -0.1 0.0
N -0.1 0.0 0.4
C 0.0 -0.1 0.0
C 0.0 0.0 -0.1
N 0.0 -0.1 0.0
C 0.0 0.1 0.0
C -0.3 -0.3 0.3
N -0.2 -0.2 0.0
C 0.1 0.1 0.0
C 0.0 0.0 0.0
N 0.3 -0.1 -0.1
C -0.1 0.1 0.0
H 0.0 0.0 0.0
H 0.0 0.0 0.0
H 0.0 0.0 0.0
H 0.0 0.0 0.0
H 0.0 0.0 0.0
H 0.0 -0.1 0.0
H 0.0 0.0 -0.1
H 0.0 0.0 0.0
H 0.0 0.0 0.0
H 0.0 0.0 0.0
H 0.1 0.0 0.0
H 0.0 0.0 0.1
H 0.0 0.0 0.0
H 0.0 0.0 0.0
H 0.0 0.0 0.0
C 0.0 0.0 -0.1
C 0.0 0.0 0.0
C 0.0 0.0 0.0
C 0.0 0.0 0.0
C 0.0 0.0 0.1
C 0.0 0.0 0.0
C -0.2 -0.1 -0.1
P 0.4 0.1 0.2
C 0.0 0.1 0.0
C -0.1 0.0 -0.1
C 0.0 0.0 0.0
C 0.0 0.0 0.0
C 0.0 0.0 0.0
C 0.0 0.0 0.0
C 0.1 0.0 0.0
C -0.1 -0.1 0.0
C 0.0 0.1 0.0
C 0.1 0.0 0.0
C 0.0 0.0 -0.1
C 0.0 0.0 0.0
C 0.0 0.0 0.0
C 0.0 0.1 -0.1
H 0.0 0.0 0.0
H 0.0 0.0 0.0
H 0.0 0.0 0.0
H 0.0 0.0 0.0
H 0.0 0.0 0.0
H 0.0 0.0 0.0
H 0.0 -0.1 0.0
H 0.0 0.0 0.0
H 0.0 0.0 0.0
H 0.0 0.0 0.0
H 0.0 0.0 0.0
H 0.0 0.0 0.0
H 0.0 0.0 0.0
H 0.0 0.0 0.0
H 0.0 0.0 -0.1
H 0.0 0.0 0.0
H 0.0 0.0 0.0
H 0.0 0.0 0.0
H 0.0 -0.1 0.1
H 0.0 0.0 0.0



Record 6
Here is a structure of composition C12H16BrI2IrNO2Si at a distorted geometry from OMol25. Energies are from ωB97M-V/def2-TZVPD.

Results
* multiplicity: 5
* ⟨S²⟩: 6.034
* calculated total energy: -4234.96774 a.u.
* total charge: +1
* Kohn-Sham gap (spin up / spin down): 8.31 / 5.75 eV

Element x y z (Å)
1 Ir 0.098383 0.035878 -1.197587
2 Br 2.192166 1.888399 -4.284666
3 C 0.772109 0.660701 -4.316647
4 C -0.388054 0.775131 -5.118556
5 C -1.298379 -0.235975 -5.080144
6 C -1.250899 -1.352828 -4.276666
7 C -0.091272 -1.464886 -3.459126
8 C 0.940015 -0.513621 -3.535223
9 C 2.191411 -0.737543 -2.745425
10 O 3.205454 -1.187208 -3.239498
11 O 2.017794 -0.437640 -1.483327
12 H -0.340627 1.513372 -5.859961
13 H -2.145376 -0.187782 -5.787219
14 H -1.966564 -2.129598 -4.350893
15 H 0.046320 -2.312386 -2.812314
16 C -0.238088 1.703377 4.370117
17 Si -0.033538 -0.102866 3.915161
18 C -1.445241 -1.204402 4.478468
19 C 1.488234 -0.798249 4.789751
20 C 0.059330 0.012706 1.994609
21 C 0.086049 -0.035326 0.747457
22 H -0.524134 1.819489 5.396428
23 H -0.866374 2.264672 3.589479
24 H 0.751818 2.077732 4.361259
25 H -1.489151 -1.016791 5.580267
26 H -1.132186 -2.218197 4.327713
27 H -2.459756 -1.032453 4.103013
28 H 1.738150 -0.206767 5.700452
29 H 2.410314 -0.781016 4.187991
30 H 1.488740 -1.859771 5.079912
31 I 1.060834 2.543358 -1.007816
32 I 3.665437 1.192126 0.233803
33 N -1.834752 0.708465 -1.057821
34 H -2.100321 1.430691 -1.761990
35 H -2.000338 1.180432 -0.186242
36 H -2.607507 0.008774 -1.294761

Atomic forces in eV per Å
Ir 0.5 0.2 1.0
Br -0.2 0.1 -0.7
C -0.6 -1.0 0.0
C 3.0 -0.3 1.5
C -2.5 -0.7 -1.4
C 2.3 0.9 1.0
C -1.0 0.1 -0.3
C -0.9 1.0 0.1
C 1.8 -1.1 -0.8
O -1.1 0.7 0.6
O 0.6 -0.5 0.9
H -0.6 1.2 -0.8
H 0.5 0.1 0.4
H -0.6 -0.5 0.1
H 0.1 -0.5 0.0
C -1.0 -0.3 -1.6
Si -0.3 0.1 0.1
C -0.1 1.0 0.5
C 1.1 -0.1 -0.1
C 0.0 -0.7 -0.3
C -0.1 -0.2 -0.2
H -0.8 0.2 0.4
H 0.8 -0.7 1.5
H 1.2 0.8 -0.4
H 0.1 -0.2 -0.7
H -0.1 -0.7 -0.1
H 0.3 0.0 -0.1
H -0.4 -0.3 -0.5
H -0.3 0.4 -0.1
H -0.7 0.3 0.0
I 0.0 1.0 0.2
I -0.1 -0.1 -0.2
N -2.7 -0.3 -2.3
H 0.8 -0.4 0.4
H -0.4 -0.2 0.8
H 1.3 0.8 1.2



Which formula does entry 6 have?
C12H16BrI2IrNO2Si